No. 1
ORCA calculation (ωB97M-V/def2-TZVPD) on 2 unconnected molecules or ions with the total composition C5H12OP2.

The geometry in XYZ format:
```
20
Properties=species:S:1:pos:R:3:nbo_charge:R:1
C 2.19692 -0.61220 -1.68034 -0.952
C -2.03605 2.33764 0.89136 -0.961
C -0.82073 0.31049 -0.43520 0.246
H 2.60177 0.44204 -1.27951 0.242
O -1.74725 -0.08726 -1.06537 -0.551
H 0.68912 2.61476 2.20240 0.233
P 1.09965 -1.24366 -0.29137 0.506
P -0.31479 2.01344 0.24150 0.719
H 3.03552 -1.33506 -1.77668 0.230
H -2.02956 3.40721 1.05906 0.231
H 0.11436 0.85856 2.19874 0.239
H 1.66174 -0.68741 -2.65053 0.228
H -0.85786 -2.88088 -0.42818 0.256
H 0.77688 -3.39756 -1.38365 0.235
C 0.10658 -2.62745 -1.02991 -0.980
H -2.73704 1.88787 0.10958 0.261
H 1.62655 1.24776 1.39735 0.243
C 0.73674 1.66395 1.76893 -0.883
H -2.34441 2.04947 1.96525 0.234
H -0.30841 -2.37466 -2.03415 0.225
```

## Properties
E_LUMO (eV): 0.40
HOMO (eV): -7.28
M (g mol⁻¹): 150.1
Max |F| (eV/A): 4.44
Energy (eV): -26001.6044
Frontier orbital gap (Ha): 0.2822
Charge: 0

***

No. 2
ORCA calculation (ωB97M-V/def2-TZVPD) on a single C5H12OS molecule.

The geometry in XYZ format:
```
19
Properties=species:S:1:pos:R:3:nbo_charge:R:1
H -0.90560 -0.91187 -2.89332 0.178
C 0.60086 0.12621 0.79545 -0.519
H 0.93690 1.87420 -0.15590 0.220
H 0.42079 -0.93519 0.97085 0.221
H -0.10382 1.51298 -2.02458 0.219
H -0.98239 0.07019 3.74911 0.212
C -1.56634 -0.02091 2.88214 -0.735
H -1.04759 -0.98834 -1.09062 0.173
H 2.24298 0.87814 -0.65459 0.213
S -0.92437 0.91419 1.43419 0.124
C -0.37059 -0.80758 -1.98256 -0.051
H -2.60524 0.49474 3.17305 0.240
O 0.51394 -1.89493 -1.76610 -0.735
H 1.48013 -1.57708 -1.65834 0.464
H 1.19595 0.48242 -2.43957 0.190
H 1.29464 0.35044 1.49153 0.198
H -1.79431 -1.03892 2.46200 0.225
C 0.42215 0.59332 -1.80202 -0.436
C 1.19190 0.87797 -0.49073 -0.401
```

## Properties
E_LUMO (eV): 0.90
HOMO (eV): -8.37
M (g mol⁻¹): 120.2
SMILES: CSCCCCO
Max |F| (eV/A): 4.40
Energy (eV): -18260.0099
Frontier orbital gap (Ha): 0.3405
Charge: 0